Entry 1:
Computed, not measured: a 2-piece molecular cluster, C19H34FN2O7 overall in a non-equilibrium geometry, with wB97M-V/def2-TZVPD.

2S+1	1
relative energy (zero: lowest compared OMol25 entry of this formula, charge and spin)	42.13	kcal/mol
frontier orbital gap	8.07	eV
molecular weight	421.5	g/mol
total charge	+1

Each line ends with the natural charge from an NBO analysis.
CARTESIAN COORDINATES (ANGSTROEM)
H (0.72, 1.34, 9.51)  0.19
H (2.45, -1.67, -2.22)  0.35
F (-3.19, -3.33, -2.44)  -0.34
C (-2.29, -1.32, -4.23)  -0.23
H (-0.91, 0.77, -3.70)  0.19
C (-1.38, -2.92, -1.00)  -0.45
H (1.09, 2.96, 2.21)  0.25
H (-3.20, -1.66, -1.43)  0.22
C (1.01, 1.34, 8.46)  -0.07
H (-1.63, -3.10, 0.04)  0.26
O (-1.25, 0.56, 5.93)  -0.49
H (2.52, 2.85, 8.74)  0.22
O (-0.20, 1.12, 7.72)  -0.49
C (-0.44, -1.63, -2.64)  0.34
C (-0.19, 1.44, 1.47)  0.81
C (0.81, 3.31, 0.10)  -0.59
H (0.94, 3.48, 8.22)  0.21
H (-1.88, -0.57, -6.15)  0.26
H (1.70, 0.51, 8.31)  0.20
C (1.59, 0.30, -7.14)  0.64
H (1.19, -3.44, -0.27)  0.23
O (0.81, 0.55, 1.34)  -0.50
H (1.28, -1.37, 1.00)  0.21
N (-1.67, -1.72, -2.97)  -0.27
H (-0.54, 3.49, 1.78)  0.24
H (0.47, 0.03, -1.06)  0.23
C (-0.13, -0.68, -0.51)  -0.43
H (-1.15, -0.32, -0.47)  0.23
C (-2.45, -2.31, -1.86)  0.35
H (1.99, 2.66, 7.06)  0.22
C (-1.22, 0.13, 4.57)  -0.25
H (3.16, -2.55, -1.03)  0.39
H (-0.82, 0.92, 3.94)  0.18
C (0.28, 2.86, 1.48)  -0.52
H (1.22, 0.02, -4.85)  0.16
C (1.66, 2.66, 8.10)  -0.64
H (-1.42, 1.50, -5.22)  0.25
H (0.34, -1.27, -3.29)  0.23
H (0.99, -0.48, -7.63)  0.12
O (0.85, 1.25, -6.46)  -0.55
H (-0.36, -1.13, 1.60)  0.20
C (1.15, -2.86, -1.18)  -0.21
O (2.80, 0.31, -7.20)  -0.49
H (1.81, 3.71, 0.18)  0.23
H (-2.25, -0.07, 4.28)  0.20
C (-0.04, 0.69, 6.48)  0.98
C (-0.13, -2.04, -1.23)  -0.11
H (-3.08, -0.61, -4.02)  0.24
H (-2.77, -2.18, -4.67)  0.26
H (1.07, 1.71, -4.47)  0.21
H (0.20, 4.11, -0.30)  0.22
H (1.10, -3.59, -2.00)  0.18
O (1.00, 0.44, 5.93)  -0.66
C (-0.82, 0.71, -4.78)  -0.43
H (-0.63, -0.78, 4.46)  0.19
H (-0.48, -1.34, -5.37)  0.20
O (-1.36, 1.13, 1.59)  -0.62
H (0.80, 2.51, -0.62)  0.19
H (-1.18, -3.90, -1.41)  0.25
C (0.65, 0.92, -5.08)  -0.06
C (0.39, -0.75, 0.92)  -0.07
N (2.34, -2.02, -1.28)  -0.84
C (-1.33, -0.69, -5.22)  -0.42



Entry 2:
Computed, not measured: a 2-piece molecular cluster, C4H8N4O4 overall in a non-equilibrium geometry, with wB97M-V/def2-TZVPD.

2S+1	1
relative energy (zero: lowest compared OMol25 entry of this formula, charge and spin)	0.00	kcal/mol
frontier orbital gap	9.55	eV
SMILES	CNC(=O)CO.Oc1nnno1
molecular weight	176.1	g/mol

Each line ends with the natural charge from an NBO analysis.
CARTESIAN COORDINATES (ANGSTROEM)
H (2.64, 1.08, 0.71)  0.23
H (2.96, -1.77, -0.15)  0.40
O (1.12, 1.54, -0.83)  -0.72
O (-1.96, -0.14, 0.42)  -0.33
C (3.09, 0.09, 0.88)  -0.43
H (0.51, 2.29, -0.80)  0.47
H (2.95, -0.20, 1.93)  0.18
C (1.23, -0.86, -0.55)  0.65
N (2.49, -0.87, -0.03)  -0.61
O (-3.35, 1.55, -0.10)  -0.62
N (-2.08, -1.55, 0.39)  0.11
N (-3.21, -1.83, 0.00)  -0.01
H (0.12, 0.49, 0.68)  0.18
N (-3.96, -0.71, -0.28)  -0.40
O (0.77, -1.84, -1.13)  -0.61
C (0.40, 0.40, -0.38)  -0.15
H (-4.25, 1.66, -0.43)  0.51
H (-0.49, 0.25, -0.98)  0.19
H (4.16, 0.16, 0.68)  0.20
C (-3.14, 0.26, -0.01)  0.75



Entry 3:
Computed, not measured: an isolated molecule of C7H10N2O2 in a non-equilibrium geometry, with wB97M-V/def2-TZVPD.

2S+1	1
relative energy (zero: lowest compared OMol25 entry of this formula, charge and spin)	64.76	kcal/mol
frontier orbital gap	8.91	eV
SMILES	C=C(C)[C@]12C[C@@]1(O)NC(=O)N2
molecular weight	154.2	g/mol

Each line ends with the natural charge from an NBO analysis.
CARTESIAN COORDINATES (ANGSTROEM)
C (-1.38, 1.19, 1.03)  -0.61
N (2.20, -0.54, 0.32)  -0.65
C (0.42, -1.24, -1.19)  -0.45
C (-2.47, 0.07, -0.79)  -0.35
H (0.67, 2.04, -0.53)  0.41
C (-1.33, 0.45, -0.23)  -0.07
O (0.56, -2.10, 1.09)  -0.71
C (2.26, 0.76, -0.13)  0.77
C (0.93, -1.08, 0.20)  0.40
H (3.08, -0.95, 0.43)  0.42
H (-3.40, 0.52, -0.30)  0.21
H (-2.45, 1.46, 1.38)  0.22
C (0.02, 0.10, -0.55)  0.10
O (3.16, 1.57, -0.09)  -0.63
N (1.02, 1.07, -0.64)  -0.63
H (-0.81, 2.08, 1.09)  0.21
H (1.08, -1.29, -2.03)  0.22
H (-2.56, -0.63, -1.66)  0.21
H (-0.42, -1.90, -1.29)  0.23
H (0.41, -1.94, 2.01)  0.49
H (-1.00, 0.35, 1.89)  0.21



Number 1: LUMO level -4.3 eV. Number 2: LUMO level 0.1 eV. Number 3: LUMO level 0.5 eV.